Model P:
Here is a molecular structure, C34H39GaN2O4 from OMol25. Energies are from ωB97M-V with the def2-TZVPD basis set.

Atoms and positions in Å:
O -0.189 5.067 -3.136
C -0.201 4.847 -4.616
C -0.070 6.318 -4.963
H -1.133 4.372 -4.964
H 0.666 4.249 -4.941
C -0.035 6.488 -3.425
H -0.951 6.756 -5.437
H 0.873 6.585 -5.448
C -1.174 7.335 -2.898
H -2.143 6.935 -3.206
H -1.065 8.357 -3.288
H -1.125 7.375 -1.806
C 1.291 7.035 -2.942
H 2.136 6.454 -3.326
H 1.323 7.037 -1.847
H 1.399 8.068 -3.291
Ga 0.482 0.229 0.694
C 3.358 -0.600 1.843
C 2.670 -1.222 0.795
C 2.319 -0.200 -0.203
H 2.534 -2.291 0.635
C 2.963 1.044 0.269
C 3.528 0.785 1.530
H 4.087 1.499 2.131
H 3.778 -1.106 2.709
H 2.079 -0.423 -1.248
H 3.078 1.934 -0.350
C -0.618 0.506 3.682
C 0.513 1.221 3.252
C 0.185 1.867 1.999
H 1.469 1.305 3.772
C -1.168 1.402 1.621
C -1.640 0.602 2.706
H -2.641 0.183 2.787
H -0.726 0.020 4.648
H 0.683 2.745 1.585
H -1.754 1.808 0.795
O -0.601 1.081 -1.462
C 0.118 2.366 -1.360
C 0.840 2.506 -2.682
H 0.803 2.385 -0.487
H -0.629 3.168 -1.204
C -0.289 2.031 -3.603
H 1.677 1.794 -2.766
H 1.167 3.522 -2.889
C -0.645 0.743 -2.889
H 0.019 1.942 -4.646
H -1.119 2.758 -3.526
H 0.102 -0.039 -3.110
H -1.636 0.348 -3.113
O -1.174 -1.615 -1.247
C -0.927 -2.142 -0.173
N -1.298 -3.406 0.244
C -0.787 -3.787 1.526
C -0.106 -2.491 1.948
O 0.444 -2.295 3.031
N -0.199 -1.603 0.901
C -1.948 -4.234 2.415
C -2.484 -3.391 3.384
C -3.487 -3.866 4.239
C -4.004 -5.148 4.071
C -3.514 -5.969 3.051
C -2.503 -5.507 2.202
C 0.294 -4.849 1.416
C 0.673 -5.533 2.575
C 1.692 -6.484 2.515
C 2.318 -6.762 1.298
C 1.936 -6.073 0.145
C 0.905 -5.125 0.194
H -1.885 -3.987 -0.341
H -2.102 -2.372 3.479
H -3.837 -3.215 5.039
H -4.796 -5.504 4.732
H -3.909 -6.976 2.921
H -2.146 -6.141 1.384
H 0.156 -5.318 3.512
H 1.987 -7.004 3.424
H 3.113 -7.508 1.251
H 2.429 -6.262 -0.805
H 0.570 -4.622 -0.717

Output
Total charge: 0
HOMO level, eV: -7.731
LUMO, eV: 0.52
Orbital gap, hartree: 0.3034

***

Model Q:
Here is a molecular structure, C34H39GaN2O4 from OMol25. Energies are from ωB97M-V with the def2-TZVPD basis set.

Atoms and positions in Å:
O 0.018 -0.412 -7.245
C -0.112 0.888 -7.903
C -0.326 0.288 -9.299
H 0.812 1.470 -7.810
H -0.975 1.451 -7.528
C -0.133 -1.058 -8.545
H 0.461 0.516 -10.016
H -1.329 0.428 -9.703
C 1.121 -1.786 -8.983
H 1.987 -1.118 -8.985
H 0.980 -2.178 -9.998
H 1.328 -2.630 -8.317
C -1.346 -1.958 -8.613
H -2.254 -1.423 -8.320
H -1.214 -2.827 -7.959
H -1.474 -2.323 -9.639
Ga 0.133 -0.342 0.559
C -2.843 -1.263 1.799
C -2.487 0.103 1.948
C -2.379 0.681 0.638
H -2.419 0.648 2.885
C -2.736 -0.336 -0.310
C -3.000 -1.531 0.410
H -3.317 -2.474 -0.029
H -3.008 -1.962 2.614
H -2.191 1.729 0.413
H -2.887 -0.180 -1.374
C 0.830 -2.793 2.020
C 0.019 -3.461 1.068
C 0.378 -3.034 -0.226
H -0.691 -4.248 1.310
C 1.426 -2.041 -0.102
C 1.733 -1.938 1.328
H 2.620 -1.454 1.733
H 0.826 -2.978 3.091
H 0.021 -3.440 -1.171
H 2.067 -1.677 -0.905
O -0.052 0.050 -1.719
C -0.379 -0.882 -2.785
C -0.666 -0.029 -4.000
H -1.231 -1.494 -2.468
H 0.486 -1.537 -2.944
C 0.167 1.237 -3.757
H -1.736 0.231 -4.010
H -0.415 -0.518 -4.943
C 0.124 1.390 -2.249
H -0.226 2.109 -4.283
H 1.200 1.059 -4.083
H -0.738 1.991 -1.924
H 1.036 1.811 -1.810
O 1.420 2.391 1.144
C 1.100 1.837 2.186
N 1.214 2.279 3.495
C 0.791 1.310 4.482
C 0.273 0.197 3.569
O -0.315 -0.827 3.927
N 0.505 0.570 2.270
C 1.974 0.838 5.350
C 2.493 -0.450 5.261
C 3.531 -0.852 6.117
C 4.054 0.036 7.053
C 3.552 1.346 7.118
C 2.512 1.746 6.276
C -0.387 1.799 5.322
C -0.627 1.234 6.578
C -1.780 1.574 7.290
C -2.700 2.470 6.743
C -2.438 3.068 5.506
C -1.277 2.737 4.792
H 1.710 3.142 3.692
H 2.075 -1.171 4.555
H 3.913 -1.871 6.042
H 4.845 -0.284 7.735
H 3.964 2.055 7.837
H 2.099 2.755 6.363
H 0.086 0.517 6.992
H -1.957 1.115 8.264
H -3.623 2.696 7.279
H -3.143 3.780 5.077
H -1.073 3.208 3.825

Output
Total charge: 0
HOMO level, eV: -6.909
LUMO, eV: -0.69
Orbital gap, hartree: 0.2285

***

Energy comparison, zero being the most stable, in eV: model P 0.000; model Q 1.371.

***

Model P:
Here is 2 unconnected molecules or ions with the total composition C2H4N4O3 from OMol25. Energies are from ωB97M-V with the def2-TZVPD basis set.

Atoms and positions in Å:
C -1.892 0.727 1.214
C -0.757 0.191 0.438
N -1.453 1.756 1.836
N 0.195 0.988 0.698
N -0.670 -0.921 -0.355
N 3.472 1.415 -0.660
O 2.674 0.491 -0.019
O 4.520 1.066 -1.165
O -0.189 1.914 1.554
H -2.868 0.394 1.187
H 2.049 0.819 0.704
H -1.550 -1.077 -0.889
H 0.238 -1.069 -0.775

Output
Total charge: 0
SMILES: Nc1cnon1.O=NO
HOMO level, eV: -9.749
LUMO, eV: 0.52
Orbital gap, hartree: 0.3775

***

Model Q:
Here is 2 unconnected molecules or ions with the total composition C2H4N4O3 from OMol25. Energies are from ωB97M-V with the def2-TZVPD basis set.

Atoms and positions in Å:
C 1.965 0.662 0.019
C 1.048 -0.579 0.214
N 1.004 1.614 -0.502
N -0.149 1.224 -0.362
N -0.194 0.115 0.223
N -2.804 -0.445 -0.056
O -2.711 0.557 0.623
O -3.826 -1.028 -0.345
O -1.792 -1.015 -0.596
H 2.347 0.991 0.975
H 2.799 0.595 -0.832
H 1.189 -1.453 -0.514
H 1.123 -1.239 1.152

Output
Total charge: 0
HOMO level (alpha / beta), eV: -10.795 / -10.271
LUMO (alpha / beta), eV: -2.40 / -2.60
Orbital gap (alpha / beta), hartree: 0.3087 / 0.2820

***

Energy comparison, zero being the most stable, in eV: model P 0.000; model Q 4.189.

***

Model P:
Here is 2 unconnected molecules or ions with the total composition C10H10N2O2 from OMol25. Energies are from ωB97M-V with the def2-TZVPD basis set.

Atoms and positions in Å:
C -0.807 -2.185 0.465
C -0.748 -1.268 1.505
C -1.402 -0.053 1.261
C -2.160 0.092 0.069
C -2.167 -0.839 -0.987
C -1.549 -2.143 -0.709
C 2.179 -0.251 -0.043
C 2.295 0.886 0.851
C 1.704 2.100 0.681
C 0.505 1.128 -1.278
H -0.089 -3.018 0.664
H 0.077 -1.264 2.310
H -1.406 0.710 1.975
H -2.733 1.137 -0.026
H -2.472 -0.641 -2.077
H -1.444 -2.812 -1.510
H 1.293 -0.550 -2.061
H 2.755 0.814 1.870
H 1.620 2.966 1.436
H 0.210 2.883 -0.578
N 1.478 0.180 -1.340
N 0.821 2.146 -0.385
O 2.495 -1.391 -0.010
O -0.457 1.375 -2.082

Output
Total charge: 0
SMILES: O=c1cc[nH]c(=O)[nH]1.c1ccccc1
HOMO level, eV: -9.050
LUMO, eV: 0.07
Orbital gap, hartree: 0.3350

***

Model Q:
Here is 2 unconnected molecules or ions with the total composition C10H10N2O2 from OMol25. Energies are from ωB97M-V with the def2-TZVPD basis set.

Atoms and positions in Å:
C 1.828 1.597 -0.484
C 1.215 1.296 0.727
C 1.271 0.098 1.316
C 1.881 -0.977 0.694
C 2.336 -0.857 -0.522
C 2.232 0.389 -1.189
C -1.944 1.046 -0.630
C -2.688 0.747 0.657
C -2.120 -0.523 1.228
C -1.211 -1.260 -0.840
H 2.042 2.604 -0.708
H 0.756 2.078 1.266
H 1.219 -0.165 2.443
H 1.827 -2.039 1.079
H 2.538 -1.501 -1.168
H 2.594 0.428 -2.202
H -1.177 0.218 -2.255
H -3.275 1.494 1.240
H -2.385 -0.828 2.372
H -1.437 -2.370 0.530
N -1.427 -0.043 -1.255
N -1.508 -1.433 0.379
O -1.779 2.178 -1.126
O -0.789 -2.177 -1.551

Output
Total charge: 0
SMILES: O=c1cc[nH]c(=O)[nH]1.c1ccccc1
HOMO level, eV: -9.086
LUMO, eV: 0.08
Orbital gap, hartree: 0.3368

***

Model R:
Here is C10H10N2O2 in the gas phase from OMol25. Energies are from ωB97M-V with the def2-TZVPD basis set.

Atoms and positions in Å:
C 2.858 1.724 0.065
C 3.731 -0.665 0.065
C 2.961 -1.897 0.066
C 2.718 0.339 0.048
C 1.595 -1.515 0.074
C 0.301 -2.133 0.331
C -1.280 1.893 -0.159
C -1.412 0.748 -1.241
C -1.778 1.121 1.066
C -1.040 -0.439 -0.362
N 2.925 2.858 -0.129
N 1.467 -0.156 0.128
O -0.573 -1.525 -0.722
O -1.361 -0.247 0.886
H 4.823 -0.423 0.094
H 3.202 -2.962 0.184
H 0.312 -3.296 0.280
H -0.258 -1.842 1.194
H -0.219 2.116 -0.257
H -2.020 2.580 -0.493
H -2.359 0.547 -1.723
H -0.822 0.982 -2.034
H -1.319 1.361 1.935
H -2.772 1.243 1.302

Output
Total charge: 0
HOMO level, eV: -7.463
LUMO, eV: 0.10
Orbital gap, hartree: 0.2778

***

Model S:
Here is 2 unconnected molecules or ions with the total composition C10H10N2O2 from OMol25. Energies are from ωB97M-V with the def2-TZVPD basis set.

Atoms and positions in Å:
C -2.071 1.118 0.576
C -1.351 0.594 -0.514
C -1.964 -0.612 -1.024
C -2.992 -1.235 -0.417
C -3.526 -0.815 0.729
C -3.072 0.450 1.256
C 3.487 -0.798 0.396
C 3.776 0.705 0.358
C 2.806 1.436 -0.234
C 1.140 -0.379 -0.426
H -1.640 1.917 1.135
H -0.623 1.129 -1.054
H -1.657 -1.059 -1.916
H -3.410 -2.138 -0.948
H -4.254 -1.430 1.230
H -3.356 0.918 2.205
H 1.990 -2.138 0.139
H 4.797 1.115 0.524
H 3.049 2.475 -0.389
H 0.877 1.456 -1.155
N 2.119 -1.121 0.207
N 1.569 0.936 -0.644
O 4.265 -1.685 0.696
O 0.041 -0.840 -0.730

Output
Total charge: 0
SMILES: O=c1cc[nH]c(=O)[nH]1.c1ccccc1
HOMO level, eV: -7.823
LUMO, eV: 0.38
Orbital gap, hartree: 0.3014

***

Energy comparison, zero being the most stable, in eV: model P 0.000; model Q 1.629; model R 2.731; model S 1.194.